Record 1
This record from the Open Molecules 2025 dataset describes a single C6H9BrS molecule in a non-equilibrium geometry. The level of theory is the ωB97M-V functional and the def2-TZVPD basis.

Orbital gap (spin up / spin down) = 6.0 / 5.6 eV
Energy = -3206.07112 a.u.
F_max = 3.5 eV/Å
LUMO level (spin up / spin down) = -1.48 / -1.92 eV

Structure (XYZ):
```
17
C6H9BrS | the Open Molecules 2025 dataset | the ωB97M-V functional and the def2-TZVPD basis
C -0.14 -1.89 -1.31
C -0.03 -2.80 -0.39
C -0.92 -0.68 -1.35
C -1.35 -0.13 -0.05
C 0.14 1.63 1.17
C -0.38 0.15 1.03
S -0.92 -2.94 1.16
Br -3.03 0.74 -0.06
H 0.16 -2.24 -2.30
H 0.83 -3.42 -0.59
H -0.30 0.16 -1.64
H -1.68 -0.70 -2.08
H 0.73 1.57 2.09
H -0.70 2.29 1.07
H 0.80 1.89 0.36
H -0.93 -0.30 1.85
H 0.48 -0.50 0.84
```



Record 2
This record from the Open Molecules 2025 dataset describes 6 unconnected molecules or ions with the total composition C6H9Cl15 in a non-equilibrium geometry. The level of theory is the ωB97M-V functional and the def2-TZVPD basis.

Orbital gap (spin up / spin down) = 9.9 / 2.1 eV
Energy = -7136.45851 a.u.
2S+1 = 2
Net charge = +1
F_max = 1.5 eV/Å
LUMO level (spin up / spin down) = -3.11 / -10.82 eV

Structure (XYZ):
```
30
C6H9Cl15 | the Open Molecules 2025 dataset | the ωB97M-V functional and the def2-TZVPD basis
C -2.38 1.06 3.87
Cl -2.17 2.37 5.06
Cl -2.36 -0.56 4.64
Cl -1.09 1.04 2.64
H -3.30 1.09 3.30
C 2.80 -2.12 2.12
Cl 3.22 -3.89 2.15
Cl 4.05 -1.14 2.86
Cl 1.21 -1.83 2.90
H 2.66 -1.83 1.08
C 2.26 -0.98 -5.06
Cl 1.64 -2.22 -6.13
Cl 1.33 0.53 -5.13
Cl 3.97 -0.70 -5.44
H 2.15 -1.35 -4.04
C -0.40 3.71 -1.65
Cl -1.01 2.53 -2.88
Cl -1.46 3.79 -0.18
H 0.61 3.38 -1.40
H -0.44 4.68 -2.14
C -3.25 -2.01 0.83
Cl -3.14 -3.31 2.02
Cl -1.84 -1.88 -0.23
H -4.18 -1.99 0.26
H -3.28 -1.08 1.41
C 0.76 0.50 -0.15
Cl 1.47 0.37 -1.81
Cl 1.74 1.37 1.00
H -0.20 1.01 -0.13
H 0.62 -0.52 0.21
```



Record 3
This record from the Open Molecules 2025 dataset describes a molecular structure, C6H9Cl3F6N2O2SSbTl in a non-equilibrium geometry. The level of theory is the ωB97M-V functional and the def2-TZVPD basis.

Orbital gap (spin up / spin down) = 4.3 / 6.7 eV
Energy = -3284.73899 a.u.
2S+1 = 2
Net charge = -1
F_max = 4.3 eV/Å
LUMO level (spin up / spin down) = 1.79 / 1.88 eV

Structure (XYZ):
```
31
C6H9Cl3F6N2O2SSbTl | the Open Molecules 2025 dataset | the ωB97M-V functional and the def2-TZVPD basis
Tl 0.00 0.00 0.00
Cl -4.30 -1.86 1.56
C -2.54 -1.80 1.94
Cl -2.27 -2.62 3.52
Cl -2.09 -0.07 2.14
C -1.72 -2.53 0.81
O -2.00 -3.76 0.62
O -0.86 -1.84 0.18
F 1.52 -0.81 -1.00
Sb 3.05 -1.61 -2.01
F 2.56 -0.53 -3.62
F 4.24 -0.14 -1.38
F 4.57 -2.42 -3.01
F 3.53 -2.70 -0.40
F 1.85 -3.09 -2.64
S 1.05 2.25 -0.22
C 1.51 2.25 1.38
N 2.70 1.75 1.77
C 3.22 1.87 3.11
C 2.10 1.86 4.13
C 1.09 2.91 3.72
N 0.69 2.74 2.35
H 3.32 1.45 1.03
H 3.79 2.80 3.17
H 3.91 1.03 3.28
H 2.48 2.05 5.14
H 1.62 0.87 4.15
H 1.51 3.92 3.82
H 0.19 2.85 4.35
H -0.18 3.16 2.02
H -1.42 0.75 0.94
```



Q: Among the records above, which one has the lowest F_max?
A: C6H9Cl15